# 1
Below is a cluster of 3 separate species, C30H55ClN5O4P in total, with properties calculated with ωB97M-V/def2-TZVPD.

Last column: Mulliken charge in e.
Element x y z (Å)
Cl: -1.26313 2.56074 -1.09140  -0.2808
P: -2.84765 2.46833 0.33333  0.2486
O: 4.96985 -1.08342 4.09551  -0.5697
O: -2.63868 -3.18865 -1.28705  -0.5387
O: -2.95090 4.05033 1.13527  -0.4641
O: -4.41166 -0.34964 0.63136  -0.3771
N: 0.40095 -6.46458 -2.05451  0.2012
N: -2.13331 -2.18760 5.20268  -0.5428
N: -0.15119 0.50163 5.18900  -0.2622
N: 2.83961 0.25743 3.74456  0.2072
N: 0.47633 7.23646 -2.75431  0.0885
C: -0.40840 2.71259 2.96538  -0.7066
C: -0.45894 5.37003 -4.23521  -0.9211
C: 0.13007 -7.02533 -4.53494  -1.0424
C: -2.50337 1.21866 1.73552  0.3530
C: 1.85253 -6.49442 -1.86605  -0.7143
C: -0.66140 6.30082 -0.72909  -1.0807
C: 0.63267 8.40394 -3.62711  -0.7035
C: -1.20547 0.23742 4.15194  0.0746
C: -4.18929 -1.60196 -0.11122  -0.6585
C: -0.10401 -0.56124 6.24944  -0.2412
C: -1.96277 -0.78735 -1.53941  -0.7667
C: 3.19526 -2.37437 2.79855  -0.8477
C: -0.11992 -7.84909 -0.03383  -1.3498
C: -0.47112 8.67771 -4.64256  -0.9583
C: -3.23117 -1.26210 2.92178  -0.5406
C: 2.87245 0.87315 2.36357  -0.6488
C: 2.61650 -7.69342 -2.41877  -0.9573
C: -1.09770 -1.85055 6.23956  -0.1552
C: 2.24670 2.38343 2.25541  -0.6840
C: -0.04913 -6.04156 -3.38406  -0.6001
C: 3.57811 1.08025 4.77741  -0.8991
C: -2.63147 -1.89256 -0.53042  0.5435
C: -3.44005 -0.16683 1.72070  0.0805
C: 0.68430 5.93976 -3.40145  -0.6802
C: 0.68961 2.46029 1.75010  0.4925
C: -0.34720 -7.60612 -1.52493  -0.4036
C: -1.39954 1.36790 2.93823  0.0161
C: -0.67248 7.33634 -1.85232  -0.4151
C: 3.70202 -1.01480 3.60201  0.5226
C: -2.14077 -1.09221 4.17455  0.6275
H: -1.11643 -5.79304 -3.31667  0.3074
H: -4.79979 -1.52804 -1.13294  0.3413
H: -0.99389 -2.61199 7.15306  0.3051
H: -0.31640 -6.94381 0.54908  0.2809
H: -0.95334 -0.35284 -1.07303  0.0136
H: 1.58682 5.98090 -4.02522  0.3433
H: 0.28077 6.33040 -0.17288  0.3224
H: 2.29523 -5.57711 -2.27580  0.3707
H: 4.18892 -2.84560 2.33424  0.2944
H: 1.59108 8.33616 -4.15738  0.3462
H: -1.91042 -2.09458 0.39780  0.3118
H: -4.64719 -2.53529 0.47473  0.1779
H: -0.33613 9.67639 -5.07154  0.3954
H: -2.06188 -3.82462 -0.76366  0.3082
H: -3.69047 3.89202 1.82121  0.3349
H: 2.85126 1.98316 5.06281  0.2308
H: 2.33064 3.03258 3.22492  0.3868
H: -1.62187 7.26495 -2.39171  0.2603
H: 0.40902 1.46243 1.17258  -0.0434
H: 0.73138 9.29221 -2.98942  0.4080
H: -0.43092 -6.67531 -5.40809  0.4130
H: 0.69738 -0.42905 7.11508  0.3158
H: -0.27093 4.31083 -4.43960  0.3646
H: -0.12684 -8.52755 -2.07245  0.2543
H: 3.80240 0.52558 5.78611  0.3183
H: -0.79631 -8.63193 0.32264  0.4292
H: -1.00082 3.71866 2.83833  0.2673
H: -0.23982 -8.02503 -4.29110  0.2739
H: 2.49395 -2.15275 1.88776  0.2235
H: 0.93213 5.20600 -2.62472  0.3389
H: 0.43906 -5.09523 -3.64952  0.3686
H: -0.65942 8.32293 -1.36923  0.4641
H: 0.53714 3.34333 0.98725  -0.2914
H: -0.43932 7.97015 -5.47352  0.2175
H: -1.47380 6.50675 -0.02554  0.4590
H: 3.96634 0.77233 1.90879  0.4061
H: 1.17532 -7.10193 -4.84108  0.2175
H: 0.21370 2.80526 3.95283  0.4159
H: -1.62662 -1.33972 -2.54052  0.3632
H: -2.67741 0.07726 -1.87787  0.1590
H: 2.14196 -8.64618 -2.16759  0.2459
H: 2.05891 -6.43090 -0.79064  0.3515
H: -0.80996 5.28551 -1.11164  -0.0218
H: 2.89228 2.95225 1.42784  0.2531
H: 2.19541 0.17116 1.67478  0.1593
H: -1.42172 -7.41536 -1.65121  0.4445
H: -1.46780 8.64946 -4.19367  0.2714
H: 2.78226 -3.19697 3.53897  0.2569
H: 3.62503 -7.71337 -1.99273  0.3773
H: -3.92584 -2.23044 2.91563  0.1859
H: 0.90278 -8.18237 0.17180  0.2828
H: 2.73107 -7.63667 -3.50234  0.2528
H: -1.42375 5.43300 -3.72410  0.2183
H: -0.54383 5.86927 -5.20166  0.2819
H: 4.53448 1.51728 4.24357  0.3201

Cartesian forces (eV/Å) of the 6 atoms listed first:
-0.2 0.3 1.3
-1.6 0.4 0.8
-7.9 0.6 -2.7
0.7 0.3 2.0
-0.4 -2.6 0.4
3.0 -0.6 2.0

HOMO energy	-7.997	eV
E_tot	-2551.7648	hartree
molar mass	616.23	g/mol
LUMO	-0.0598	Ha
ΔE to the lowest compared entry with this formula, charge and spin	16.910	eV

# 2
Below is a structure of composition C30H55GaNSSbSeSi2, with properties calculated with ωB97M-V/def2-TZVPD.

Last column: Mulliken charge in e.
Element x y z (Å)
Sb: -1.48303 0.27806 2.08113  0.2068
Se: 1.40266 1.35735 -0.05012  0.3880
Ga: 2.05114 -0.80953 -0.78305  -0.6864
S: 0.31685 -2.39264 -0.97789  -0.3825
Si: -1.33394 -4.49917 1.25722  0.1600
Si: 3.85462 -0.93952 -3.51730  0.1765
N: 1.74140 -1.69542 1.04115  0.2236
C: 5.53636 -1.49001 -4.13974  -1.0490
C: -0.76068 2.15852 2.94052  0.7174
C: 0.54701 -3.18177 2.97916  0.1636
C: 2.47687 4.26615 -0.28428  -1.6658
C: -1.80720 -5.37678 2.84311  -1.1897
C: -1.66912 2.97568 3.85028  -1.4953
C: -3.03861 0.03161 -0.52730  -1.3513
C: -2.93346 -1.52683 4.03590  -1.3369
C: 3.75077 -1.22059 -1.67087  -0.3751
C: 0.07950 -3.31356 1.67973  0.3821
C: 1.16161 2.51176 -1.57173  1.1904
C: -2.81634 -3.57230 0.60349  -0.6235
C: 1.57983 -2.30562 3.31327  -1.0462
C: 0.74233 4.33450 -3.65749  0.5337
C: -4.06485 0.70238 4.00163  -1.4639
C: 0.52839 5.31739 -4.77597  -1.6346
C: 0.57116 1.88581 3.63695  -1.2643
C: 2.54172 -1.96657 -4.38208  -0.9526
C: -3.50256 2.21117 0.63847  -1.4599
C: 0.23161 3.04843 -3.71922  -1.0444
C: 1.68653 3.80981 -1.47961  0.4372
C: 1.46637 4.69420 -2.52683  -1.0033
C: -2.45880 1.14358 0.33997  1.5775
C: -3.29105 -0.31658 3.17343  0.4687
C: 2.15668 -1.57435 2.30541  -0.2007
C: 3.65730 0.87977 -3.91016  -0.6332
C: 0.42574 2.12558 -2.69381  0.7617
C: 0.71645 -2.50979 0.71695  -0.0202
C: -0.72344 -5.74945 0.01012  -1.1379
C: -0.13109 0.73996 -2.84405  -0.5458
H: -0.79791 0.68031 -3.70382  0.5067
H: -0.56373 2.73404 2.02941  0.1523
H: -0.10004 4.89342 -5.55804  0.3506
H: -3.63661 -4.27249 0.42702  0.5062
H: 0.12931 -6.30694 0.40218  0.3240
H: -3.82965 -1.97770 4.47409  0.4482
H: -1.83029 2.47298 4.80501  0.2889
H: -2.64485 3.17805 3.41183  0.3159
H: 3.66556 1.04505 -4.98999  0.3883
H: -3.08637 3.04565 1.20379  0.2781
H: 1.54428 -1.81716 -3.96161  0.2584
H: 2.77341 -3.03016 -4.28900  0.3243
H: 2.73572 1.31170 -3.51558  0.0286
H: 1.88333 4.21163 0.63066  0.2541
H: -3.48640 1.02867 4.86574  0.2977
H: 0.04846 6.22713 -4.41199  0.3610
H: -2.15632 -4.68241 3.61038  0.3297
H: -4.34329 1.58902 3.43492  0.2983
H: 1.87490 5.69685 -2.45522  0.3750
H: -0.66678 0.41244 -1.95265  -0.2677
H: -2.27804 -1.23449 4.86163  0.3845
H: 3.34999 3.63036 -0.12806  0.3038
H: -3.85960 -0.48475 -0.02154  0.4362
H: 4.48794 1.44777 -3.48367  0.2877
H: 4.52519 -0.62383 -1.17697  0.4367
H: -0.97920 -5.95646 3.25610  0.3600
H: -4.98547 0.24925 4.38505  0.3947
H: 5.70633 -2.54807 -3.93030  0.2918
H: -3.93404 -0.65599 2.35259  0.1765
H: 5.62592 -1.34460 -5.21854  0.2960
H: 0.67379 0.01575 -3.01711  -0.4463
H: 0.09006 -3.76771 3.76805  0.3800
H: -1.19691 3.93853 4.07233  0.4083
H: -4.34326 1.80142 1.20202  0.2372
H: 3.96202 -2.27479 -1.46031  0.4256
H: 1.03260 2.82059 3.97165  0.4149
H: -2.40940 -2.29746 3.46601  -0.0116
H: -2.59134 -3.06894 -0.33657  0.1573
H: 0.42982 1.25628 4.52038  0.3723
H: -3.44255 0.44001 -1.45964  0.4359
H: -0.33837 2.74343 -4.59015  0.3028
H: -2.28492 -0.71564 -0.78470  0.0291
H: 2.96677 -0.87710 2.47951  0.5418
H: 2.49295 -1.72920 -5.44694  0.3861
H: 1.92333 -2.19904 4.33171  0.4389
H: -0.41462 -5.26483 -0.91660  0.3082
H: 1.27928 1.38180 2.97745  0.0956
H: -1.62236 1.60690 -0.19206  -0.7254
H: -2.62312 -6.07334 2.63799  0.3378
H: -1.51312 -6.46544 -0.22856  0.3473
H: 1.47848 5.60802 -5.22775  0.3364
H: -3.16445 -2.82005 1.31477  0.0429
H: 6.33566 -0.92163 -3.65958  0.2911
H: 2.80776 5.29544 -0.41716  0.4182
H: -3.90859 2.61649 -0.29454  0.4644

Cartesian forces (eV/Å) of the 6 atoms listed first:
0.0 0.0 0.0
-0.1 0.0 0.0
0.0 0.0 0.0
0.0 0.0 0.0
0.0 0.0 0.0
0.0 0.0 0.0

HOMO energy	-7.468	eV
E_tot	-6774.6485	hartree
molar mass	788.46	g/mol
LUMO	0.0136	Ha
ΔE to the lowest compared entry with this formula, charge and spin	0.000	eV

One value per record, in order, for gap between HOMO and LUMO: 0.2341, 0.2880 hartree.